w) Formula: CH2OS3
Source: the Open Molecules 2025 dataset
Level of theory: the ωB97M-V functional and the def2-TZVPD basis

ORCA input file:
```
! RIJCOSX wB97M-V def2-TZVPD def2/J DEFGRID3
* xyz 0 1
C -0.73 0.35 -0.24
O -0.01 1.25 -0.82
S -1.17 0.41 1.41
S -1.08 -1.22 -0.73
S 1.29 -0.55 1.60
H 0.14 1.08 -1.80
H 1.56 -1.31 0.59
*
```

Properties
Kohn-Sham gap (alpha / beta) in eV: 7.157 / 5.692
HOMO level (alpha / beta) in hartree: -0.328 / -0.304


x) Formula: CH2OS3
Source: the Open Molecules 2025 dataset
Level of theory: the ωB97M-V functional and the def2-TZVPD basis

ORCA input file:
```
! RIJCOSX wB97M-V def2-TZVPD def2/J DEFGRID3
* xyz 0 1
C 1.88 0.12 -0.34
O -1.99 -1.11 -0.07
S -2.54 1.57 0.66
S 1.35 -1.40 -0.60
S -2.94 -0.31 0.70
H 2.38 0.76 -1.09
H 1.86 0.37 0.74
*
```

Properties
Kohn-Sham gap in eV: 6.632
HOMO level in hartree: -0.319


x) is favored, and the nearest alternative lies 0.0378 hartree above it.


w) Formula: C25H28N2O3
Source: the Open Molecules 2025 dataset
Level of theory: the ωB97M-V functional and the def2-TZVPD basis

ORCA input file:
```
! RIJCOSX wB97M-V def2-TZVPD def2/J DEFGRID3
* xyz 0 1
C 6.62 1.90 2.06
O 6.01 2.10 0.81
C 5.00 1.25 0.45
C 4.41 1.49 -0.79
C 3.39 0.70 -1.26
C 2.89 -0.36 -0.49
N 1.88 -1.17 -1.02
C 0.66 -0.52 -1.46
C -0.07 -1.43 -2.45
N -0.36 -2.75 -1.93
C -1.62 -2.96 -1.24
C -1.74 -2.37 0.15
C -1.33 -3.10 1.22
C -1.31 -2.58 2.58
O -0.93 -3.19 3.54
O -1.73 -1.30 2.75
C -2.20 -0.56 1.71
C -2.64 0.73 2.01
C -3.14 1.56 1.02
C -3.22 1.08 -0.30
C -2.78 -0.19 -0.58
C -2.24 -1.04 0.39
C -3.80 1.92 -1.40
C -3.83 3.41 -1.05
C -4.47 3.58 0.33
C -3.57 2.95 1.39
C 0.83 -3.34 -1.36
C 1.59 -2.43 -0.37
C 3.48 -0.59 0.75
C 4.52 0.19 1.22
H 7.10 0.92 2.13
H 5.91 2.01 2.88
H 7.38 2.68 2.14
H 4.80 2.30 -1.39
H 2.98 0.89 -2.23
H 0.01 -0.30 -0.60
H 0.90 0.43 -1.94
H 0.59 -1.58 -3.32
H -0.99 -0.96 -2.80
H -1.75 -4.04 -1.16
H -2.41 -2.58 -1.88
H -0.98 -4.11 1.11
H -2.58 1.06 3.03
H -2.85 -0.54 -1.60
H -4.82 1.58 -1.59
H -3.23 1.77 -2.32
H -2.82 3.81 -1.03
H -4.40 3.95 -1.80
H -5.45 3.10 0.34
H -4.61 4.64 0.55
H -2.67 3.56 1.50
H -4.07 2.94 2.35
H 1.50 -3.56 -2.20
H 0.57 -4.28 -0.87
H 1.00 -2.30 0.55
H 2.53 -2.92 -0.12
H 3.12 -1.39 1.39
H 4.94 -0.03 2.18
*
```

Properties
SMILES string: COc1ccc(N2CCN(Cc3cc(=O)oc4cc5c(cc34)CCCC5)CC2)cc1
Kohn-Sham gap in eV: 7.373
HOMO level in hartree: -0.273


x) Formula: C25H28N2O3
Source: the Open Molecules 2025 dataset
Level of theory: the ωB97M-V functional and the def2-TZVPD basis

ORCA input file:
```
! RIJCOSX wB97M-V def2-TZVPD def2/J DEFGRID3
* xyz 0 1
C -2.22 -3.76 1.80
C -2.22 -2.24 1.89
O -1.38 -1.63 0.93
C -1.83 -1.45 -0.35
C -3.04 -1.88 -0.85
C -3.38 -1.61 -2.17
C -2.51 -0.92 -2.99
C -1.30 -0.48 -2.50
C -0.95 -0.73 -1.19
N 0.25 -0.30 -0.60
C 1.31 0.32 -1.18
O 1.42 0.57 -2.36
C 2.40 0.70 -0.16
N 3.09 1.92 -0.55
C 2.25 3.09 -0.78
C 1.46 3.51 0.47
C 0.15 2.80 0.63
C -0.15 2.08 1.78
C -1.37 1.44 1.93
C -2.33 1.51 0.92
O -3.50 0.86 1.16
C -4.55 1.01 0.23
C -2.04 2.23 -0.23
C -0.82 2.87 -0.36
C 3.41 -0.41 0.01
C 4.68 -0.11 0.48
C 5.62 -1.10 0.66
C 5.31 -2.42 0.38
C 4.04 -2.73 -0.09
C 3.10 -1.74 -0.27
H -2.84 -4.18 2.59
H -2.59 -4.10 0.84
H -1.20 -4.14 1.92
H -1.80 -1.93 2.85
H -3.24 -1.84 1.81
H -3.74 -2.42 -0.23
H -4.33 -1.96 -2.55
H -2.78 -0.72 -4.02
H -0.61 0.06 -3.13
H 0.28 -0.47 0.39
H 1.92 0.89 0.81
H 3.61 1.73 -1.41
H 2.94 3.90 -1.05
H 1.56 2.95 -1.62
H 1.26 4.58 0.39
H 2.09 3.35 1.35
H 0.57 2.02 2.58
H -1.60 0.89 2.83
H -4.29 0.58 -0.74
H -4.83 2.06 0.11
H -5.39 0.46 0.65
H -2.76 2.31 -1.04
H -0.62 3.43 -1.26
H 4.92 0.92 0.69
H 6.61 -0.84 1.02
H 6.05 -3.20 0.52
H 3.79 -3.76 -0.31
H 2.12 -2.01 -0.64
*
```

Properties
SMILES string: CCOc1ccccc1NC(=O)[C@H](NCCc1ccc(OC)cc1)c1ccccc1
Kohn-Sham gap in eV: 8.801
HOMO level in hartree: -0.297


x) is favored, and the nearest alternative lies 0.0151 hartree above it.


w) Formula: C3H3N3O2
Source: the Open Molecules 2025 dataset
Level of theory: the ωB97M-V functional and the def2-TZVPD basis

ORCA input file:
```
! RIJCOSX wB97M-V def2-TZVPD def2/J DEFGRID3
* xyz 0 1
O 2.20 -1.42 0.21
C 1.40 -0.49 -0.13
O 1.83 0.84 -0.14
N 0.02 -0.39 -0.29
C -0.69 0.82 0.02
C -1.88 0.38 0.10
N -1.91 -1.13 -0.04
N -0.75 -1.47 -0.20
H 2.87 0.56 0.09
H -0.09 1.68 -0.08
H -3.00 0.63 0.46
*
```

Properties
SMILES string: O=C(O)n1ccnn1
Kohn-Sham gap in eV: 10.916
HOMO level in hartree: -0.393


x) Formula: C3H3N3O2
Source: the Open Molecules 2025 dataset
Level of theory: the ωB97M-V functional and the def2-TZVPD basis

ORCA input file:
```
! RIJCOSX wB97M-V def2-TZVPD def2/J DEFGRID3
* xyz 0 1
C 1.34 0.80 0.14
O 2.05 -0.64 -0.47
N 0.90 -1.53 0.01
C -0.11 -0.88 -0.18
O -1.36 -1.35 0.03
N -2.11 -0.21 -0.35
N -1.33 0.93 -0.23
C -0.13 0.54 -0.28
H 1.51 1.11 1.27
H 2.00 1.61 -0.41
H -2.77 -0.38 0.47
*
```

Properties
SMILES string: C1ON=C2ONN=C12
Kohn-Sham gap in eV: 9.089
HOMO level in hartree: -0.342


w) is favored, and the nearest alternative lies 0.1718 hartree above it.